Entry 1:
Here is an isolated molecule of C4H8O2 at a distorted geometry from OMol25. Energies are from ωB97M-V/def2-TZVPD.

Its largest force on an atom is 2.385 eV Å⁻¹. The calculation puts the relative energy (zero: lowest compared OMol25 entry of this formula, charge and spin) at 37.7 kcal per mole. For the HOMO energy, the calculation gives -10.021 eV. Its SMILES is O=CCCCO. As for the spin multiplicity: 1. For the gap between HOMO and LUMO, the calculation gives 10.89 eV. As for the total charge: 0.

Cartesian coordinates (Å):
1 O 0.195 0.012 2.638
2 C -0.627 0.645 2.026
3 C -0.397 1.014 0.540
4 C 0.170 -0.362 -0.038
5 C 0.228 -0.369 -1.555
6 O 0.883 -1.527 -2.048
7 H -1.631 0.779 2.461
8 H 0.303 1.830 0.380
9 H -1.366 1.174 0.067
10 H -0.357 -1.190 0.413
11 H 1.164 -0.445 0.369
12 H -0.795 -0.245 -1.952
13 H 0.739 0.519 -1.931
14 H 1.491 -1.834 -1.370

Cartesian forces (eV/Å) of the 6 atoms listed first:
-0.065 0.483 0.295
0.401 -0.365 -0.774
-0.304 -2.320 0.461
0.189 1.809 0.035
-0.303 0.294 0.320
-0.523 -0.042 -0.245

Entry 2:
Here is a cluster of 10 separate species, C50H130N10O15 in total at a distorted geometry from OMol25. Energies are from ωB97M-V/def2-TZVPD.

Its largest force on an atom is 2.952 eV Å⁻¹. The calculation puts the relative energy (zero: lowest compared OMol25 entry of this formula, charge and spin) at 49.5 kcal per mole. For the HOMO energy, the calculation gives -8.257 eV. Its SMILES is COC[C@H](C)N.COC[C@H](C)N.COC[C@H](C)N.COC[C@H](C)N.COC[C@H](C)N.COCCNCCOC.COCCNCCOC.COCCNCCOC.COCCNCCOC.COCCNCCOC. As for the spin multiplicity: 1. For the gap between HOMO and LUMO, the calculation gives 8.78 eV. As for the total charge: 0.

Cartesian coordinates (Å):
1 C 14.209 16.756 19.123
2 C 14.311 16.830 20.651
3 C 15.165 15.783 21.264
4 O 14.657 14.479 21.136
5 C 15.517 13.484 21.588
6 N 14.878 18.165 20.989
7 H 13.497 17.562 18.856
8 H 13.893 15.848 18.658
9 H 15.084 17.189 18.672
10 H 13.301 16.803 21.161
11 H 15.336 15.992 22.300
12 H 16.133 15.841 20.704
13 H 16.513 13.398 21.072
14 H 14.885 12.606 21.471
15 H 15.696 13.604 22.639
16 H 15.058 18.188 21.986
17 H 15.783 18.195 20.523
18 C 12.311 13.460 18.421
19 C 10.956 13.971 18.465
20 C 10.333 14.023 17.079
21 O 11.040 14.988 16.354
22 C 10.704 16.261 16.726
23 N 10.160 13.134 19.319
24 H 12.322 12.399 18.189
25 H 12.811 13.669 19.373
26 H 12.929 14.022 17.714
27 H 10.941 14.995 18.805
28 H 9.241 14.329 17.122
29 H 10.397 13.144 16.453
30 H 9.652 16.492 16.496
31 H 11.422 16.937 16.228
32 H 10.817 16.491 17.794
33 H 9.215 13.474 19.505
34 H 10.620 12.886 20.201
35 C 19.818 16.523 8.959
36 C 19.166 17.201 10.154
37 C 19.319 16.433 11.415
38 O 18.590 15.219 11.289
39 C 18.250 14.640 12.541
40 N 19.813 18.509 10.314
41 H 19.552 17.009 8.007
42 H 19.430 15.529 8.813
43 H 20.878 16.522 9.149
44 H 18.047 17.248 9.970
45 H 18.797 16.970 12.229
46 H 20.375 16.199 11.632
47 H 17.909 13.623 12.444
48 H 17.560 15.305 13.059
49 H 19.095 14.629 13.227
50 H 19.336 19.099 10.986
51 H 19.852 18.963 9.386
52 C 15.264 18.517 15.998
53 C 14.401 18.943 14.849
54 C 14.760 18.033 13.686
55 O 16.052 18.161 13.162
56 C 16.129 19.035 12.063
57 N 12.998 18.750 15.272
58 H 16.315 18.375 15.755
59 H 14.910 17.509 16.258
60 H 15.182 19.169 16.855
61 H 14.512 20.005 14.508
62 H 14.070 18.096 12.828
63 H 14.625 16.993 14.068
64 H 16.983 18.819 11.451
65 H 16.108 20.091 12.370
66 H 15.261 18.923 11.361
67 H 12.430 19.351 14.724
68 H 12.889 18.851 16.273
69 C 14.840 14.148 15.419
70 C 15.329 12.709 15.339
71 C 14.923 11.820 16.461
72 O 15.255 12.521 17.686
73 C 15.283 11.729 18.864
74 N 14.918 12.096 14.045
75 H 15.160 14.758 14.567
76 H 15.252 14.701 16.275
77 H 13.766 14.223 15.427
78 H 16.416 12.738 15.454
79 H 15.478 10.873 16.471
80 H 13.869 11.523 16.448
81 H 15.693 10.726 18.626
82 H 14.338 11.515 19.374
83 H 15.952 12.266 19.567
84 H 15.214 12.665 13.266
85 H 13.904 12.005 14.034
86 C 19.216 10.689 23.139
87 O 18.869 9.923 21.988
88 C 17.486 10.249 21.595
89 C 16.978 9.194 20.670
90 N 17.648 9.353 19.379
91 C 17.269 8.243 18.543
92 C 17.777 8.689 17.134
93 O 17.485 7.639 16.197
94 C 18.068 8.026 14.975
95 H 18.683 10.306 24.015
96 H 18.876 11.747 22.983
97 H 20.258 10.586 23.369
98 H 17.619 11.212 21.112
99 H 16.856 10.316 22.510
100 H 15.952 9.409 20.545
101 H 17.135 8.225 21.064
102 H 18.664 9.450 19.449
103 H 16.192 8.182 18.489
104 H 17.639 7.194 18.790
105 H 18.815 8.882 17.244
106 H 17.267 9.620 16.843
107 H 19.159 7.791 14.942
108 H 18.037 9.093 14.703
109 H 17.549 7.500 14.166
110 C 19.351 17.724 16.684
111 O 19.247 16.325 16.944
112 C 17.952 15.896 17.367
113 C 17.997 14.429 17.718
114 N 18.806 14.260 18.940
115 C 18.968 12.951 19.499
116 C 20.161 12.147 18.995
117 O 21.412 12.609 19.509
118 C 21.555 12.370 20.903
119 H 18.492 18.011 16.041
120 H 20.247 17.812 16.065
121 H 19.455 18.359 17.580
122 H 17.196 15.853 16.522
123 H 17.595 16.572 18.178
124 H 18.319 13.864 16.842
125 H 16.987 14.106 17.920
126 H 19.706 14.599 18.689
127 H 18.068 12.317 19.396
128 H 19.202 13.020 20.553
129 H 20.291 12.285 17.924
130 H 20.027 11.116 19.326
131 H 21.044 11.443 21.248
132 H 21.241 13.191 21.532
133 H 22.642 12.316 21.030
134 C 13.300 8.121 21.575
135 O 13.279 8.817 20.372
136 C 12.318 8.262 19.453
137 C 12.324 9.102 18.159
138 N 11.021 8.842 17.525
139 C 9.927 9.690 17.870
140 C 8.629 8.967 17.612
141 O 8.481 8.408 16.328
142 C 8.073 9.363 15.349
143 H 12.303 7.852 21.906
144 H 13.698 8.702 22.384
145 H 13.924 7.183 21.529
146 H 11.322 8.460 19.979
147 H 12.442 7.146 19.262
148 H 13.068 8.699 17.451
149 H 12.510 10.180 18.273
150 H 11.107 8.790 16.529
151 H 9.933 10.692 17.356
152 H 10.059 9.919 18.906
153 H 7.768 9.696 17.693
154 H 8.383 8.128 18.274
155 H 7.765 8.829 14.486
156 H 8.901 10.024 15.128
157 H 7.244 9.871 15.792
158 C 8.840 16.399 9.456
159 O 8.643 15.016 9.590
160 C 9.763 14.224 9.228
161 C 9.413 12.713 9.589
162 N 10.696 12.070 9.401
163 C 10.645 10.676 9.773
164 C 11.977 9.965 9.489
165 O 13.006 10.447 10.389
166 C 14.271 9.954 10.035
167 H 8.265 16.939 10.235
168 H 8.592 16.714 8.405
169 H 9.882 16.670 9.697
170 H 10.766 14.478 9.689
171 H 9.958 14.296 8.105
172 H 8.613 12.277 8.951
173 H 9.021 12.730 10.604
174 H 11.352 12.546 10.048
175 H 9.880 10.177 9.181
176 H 10.306 10.546 10.837
177 H 12.227 10.222 8.454
178 H 11.857 8.884 9.684
179 H 14.290 8.865 10.065
180 H 14.939 10.421 10.768
181 H 14.623 10.325 9.049
182 C 13.576 14.915 10.532
183 O 12.878 13.778 11.082
184 C 12.499 14.099 12.414
185 C 11.492 13.052 12.879
186 N 12.231 11.805 13.045
187 C 11.452 10.823 13.753
188 C 12.336 9.590 13.948
189 O 11.537 8.507 14.475
190 C 12.243 7.256 14.293
191 H 13.858 14.563 9.532
192 H 14.414 15.177 11.152
193 H 12.941 15.845 10.437
194 H 12.099 15.172 12.353
195 H 13.385 14.053 13.077
196 H 10.688 12.981 12.111
197 H 11.015 13.464 13.766
198 H 12.546 11.479 12.090
199 H 10.490 10.485 13.376
200 H 11.242 11.222 14.717
201 H 13.236 9.815 14.503
202 H 12.704 9.324 12.972
203 H 12.173 6.964 13.268
204 H 11.862 6.555 15.079
205 H 13.322 7.367 14.470

Cartesian forces (eV/Å) of the 6 atoms listed first:
-1.096 2.069 0.700
-1.455 0.777 0.397
1.474 -0.889 -1.168
-0.447 0.758 -0.748
-0.118 -0.543 -0.132
-0.113 -0.686 -0.494

Entry 3:
Here is an isolated molecule of C3H2ClF at a distorted geometry from OMol25. Energies are from ωB97M-V/def2-TZVPD.

Its largest force on an atom is 2.725 eV Å⁻¹. The calculation puts the relative energy (zero: lowest compared OMol25 entry of this formula, charge and spin) at 8.3 kcal per mole. For the HOMO energy, the calculation gives -10.562 eV. Its SMILES is C#C[C@@H](F)Cl. As for the spin multiplicity: 1. For the gap between HOMO and LUMO, the calculation gives 11.53 eV. As for the total charge: 0.

Cartesian coordinates (Å):
1 C -0.746 0.458 0.337
2 C 0.457 -0.332 0.154
3 C 1.439 -0.742 -0.363
4 H -1.011 0.760 1.369
5 H 2.431 -1.044 -0.690
6 F -0.603 1.553 -0.509
7 Cl -1.967 -0.653 -0.298

Cartesian forces (eV/Å) of the 6 atoms listed first:
0.482 -0.326 -0.516
-0.544 1.207 0.699
2.549 -0.870 -0.414
0.186 0.011 -0.774
-0.906 0.038 0.135
-0.629 -0.277 0.868

Entry 4:
Here is a structure of composition C12H35N2O8Zn at a distorted geometry from OMol25. Energies are from ωB97M-V/def2-TZVPD.

Its largest force on an atom is 1.424 eV Å⁻¹. For the HOMO energy, the calculation gives -11.625 eV. As for the spin multiplicity: 1. For the gap between HOMO and LUMO, the calculation gives 7.49 eV. As for the total charge: +1.

Cartesian coordinates (Å):
1 Zn -4.603 6.083 -18.167
2 O -6.196 5.402 -14.941
3 C -5.666 5.783 -16.071
4 O -6.383 6.159 -17.053
5 O -4.392 5.760 -16.210
6 H -7.198 5.493 -15.028
7 C -9.198 9.196 -14.094
8 C -8.713 7.916 -14.738
9 C -9.258 6.712 -14.053
10 O -8.723 5.509 -14.633
11 C -8.969 4.372 -13.828
12 N -9.115 7.900 -16.169
13 H -8.924 9.274 -13.045
14 H -10.279 9.273 -14.238
15 H -8.804 10.065 -14.627
16 H -7.610 7.861 -14.710
17 H -10.352 6.631 -14.082
18 H -9.011 6.750 -12.984
19 H -8.318 3.565 -14.158
20 H -10.009 4.047 -13.934
21 H -8.801 4.587 -12.769
22 H -8.722 8.719 -16.624
23 H -8.660 7.107 -16.612
24 C -6.787 4.740 -21.552
25 C -6.158 4.917 -20.162
26 C -5.266 3.765 -19.760
27 O -4.693 4.068 -18.495
28 C -3.674 3.126 -18.081
29 N -5.377 6.190 -20.039
30 H -6.050 4.318 -22.246
31 H -7.077 5.712 -21.944
32 H -7.630 4.059 -21.518
33 H -6.995 5.020 -19.464
34 H -4.461 3.693 -20.508
35 H -5.796 2.815 -19.725
36 H -2.977 2.936 -18.898
37 H -4.151 2.186 -17.804
38 H -3.181 3.541 -17.208
39 H -4.710 6.229 -20.818
40 H -5.959 7.005 -20.234
41 C -1.942 8.019 -14.844
42 O -2.014 6.592 -14.779
43 H -0.894 8.281 -14.719
44 H -2.267 8.402 -15.818
45 H -2.521 8.473 -14.038
46 H -2.927 6.329 -14.940
47 C -4.904 3.101 -12.412
48 O -5.330 3.011 -13.766
49 H -4.454 2.155 -12.134
50 H -4.200 3.925 -12.275
51 H -5.766 3.272 -11.753
52 H -5.658 3.877 -14.024
53 C -6.609 6.441 -11.638
54 O -7.549 7.293 -10.960
55 H -5.628 6.566 -11.175
56 H -6.929 5.397 -11.592
57 H -6.562 6.772 -12.671
58 H -7.588 7.007 -10.043

Cartesian forces (eV/Å) of the 6 atoms listed first:
-0.814 -0.216 0.631
0.198 0.346 -0.572
-0.114 0.207 -0.546
0.273 -0.088 0.217
0.204 0.187 -0.086
-0.371 0.006 0.597